No. 1
The following is a DFT calculation (ωB97M-V with the def2-TZVPD basis set) of an isolated ion of composition C7H16NO and charge +1.

Summary:
- Largest force on an atom: 0.0858 hartree/bohr
- E_LUMO: -0.0999 Ha
- HOMO level: -14.4 eV
- Energy above the lowest of the compared OMol25 structures with the same formula, charge and spin: 2.947 eV
- Structure (SMILES): C[NH+](C)[C@]1(C)OC1(C)C
- HOMO-LUMO gap: 11.68 eV
- Charge: +1
- DFT total energy: -405.96608 Ha

Positions of all 25 atoms, in Å:
H -1.086 -2.092 0.006
H -1.376 -0.425 -1.795
N -1.215 0.462 0.195
H 2.413 2.072 0.086
H 2.856 -0.625 -1.265
C 2.606 -0.711 -0.237
C 1.440 0.171 0.324
H 1.122 1.970 -1.016
H -1.539 0.086 2.170
H -2.741 -0.453 1.122
H 0.819 2.245 0.692
C -0.113 -1.815 -0.171
C 0.020 -0.392 0.364
C -2.130 0.395 1.311
C -1.767 0.330 -1.129
H 2.321 -1.711 -0.230
H -2.827 1.196 1.238
O 0.784 -0.271 1.480
H -1.710 1.219 -1.679
C 1.413 1.682 -0.028
H 0.588 -2.427 0.256
H -0.576 1.297 0.239
H 3.447 -0.621 0.424
H 0.093 -1.748 -1.219
H -2.841 0.167 -1.139

Atomic partial charges in e from the Löwdin method, atoms 1 to 2: atom 1 (H): 0.073, atom 2 (H): 0.110


No. 2
The following is a DFT calculation (ωB97M-V with the def2-TZVPD basis set) of C36H32BF4GeN4O2STc as an isolated structure.

Summary:
- Largest force on an atom: 0.0226 hartree/bohr
- E_LUMO (alpha / beta): -0.2845 / -0.2846 Ha
- HOMO level (alpha / beta): -13.6 / -13.6 eV
- Energy above the lowest of the compared OMol25 structures with the same formula, charge and spin: 1.321 eV
- HOMO-LUMO gap (alpha / beta): 5.84 / 5.83 eV
- Charge: +2
- DFT total energy: -4740.38313 Ha

Positions of all 82 atoms, in Å:
C 1.239 4.280 2.090
C -0.792 -1.760 3.903
C 0.503 -3.710 5.436
H 1.698 5.092 -4.329
H -0.526 -1.699 7.863
C -2.317 2.246 -2.867
C 0.054 2.465 3.139
C 1.780 4.079 -3.957
C 0.390 -0.155 -0.610
H 2.488 1.644 -0.417
H -0.537 -0.019 -3.706
C -0.782 -1.017 -4.069
C -3.649 2.382 -3.247
N 0.805 -2.139 0.772
N 2.468 -1.209 2.159
F 3.796 -3.394 -2.555
H 4.010 -0.255 3.118
H -0.301 1.971 4.035
C -0.201 -2.883 3.305
C 1.971 1.474 -3.011
C 0.214 2.568 0.728
H 4.188 1.592 1.426
C -3.010 1.991 -0.567
C 0.955 3.744 0.839
O -0.048 -4.441 1.222
C 2.508 0.874 0.342
H 0.128 -1.508 -4.413
H -1.536 2.301 -3.613
F 3.678 -1.209 -1.843
N -0.067 -2.463 7.399
C -2.946 -3.356 -1.133
O -1.436 -2.380 1.047
C -4.338 2.120 -0.951
C -2.075 -3.973 -2.003
C -3.007 -1.957 -1.119
H 0.213 4.341 -2.526
Tc -0.237 -1.870 -0.866
H 2.058 0.445 -2.665
C 0.947 3.651 -2.933
H -1.957 -5.049 -1.995
H -2.766 1.872 0.483
H -3.623 -1.447 -0.390
C 1.038 2.345 -2.446
F 3.455 -2.898 -0.335
C -1.323 -3.209 -2.916
H -5.690 2.418 -2.592
H 0.354 -3.168 7.979
F 1.155 -2.483 -1.930
C 0.454 -3.855 4.080
C -4.655 2.309 -2.293
H 1.808 5.198 2.166
H 1.323 4.248 -0.049
N 1.570 -0.109 0.261
H 3.364 3.541 -5.302
H -1.305 -1.025 3.293
H -1.449 -0.897 -4.926
H -5.125 2.092 -0.206
S -0.259 -3.098 1.636
C -0.103 -2.595 6.063
C -1.470 -1.827 -3.006
C 3.338 -0.213 2.268
H -0.809 1.012 1.823
H 1.012 4.059 4.214
H 3.527 1.217 -4.463
C -0.745 -1.618 5.261
C -0.233 1.933 1.888
Ge -0.154 1.797 -1.022
H -2.393 -0.125 -2.057
H -3.899 2.552 -4.286
C 2.806 1.903 -4.035
H 1.000 -4.458 6.042
B 3.625 -2.519 -1.595
C -2.269 -1.195 -2.031
C 0.791 3.641 3.239
H -3.534 -3.933 -0.433
H 0.905 -4.715 3.599
C 3.428 0.830 1.342
C 1.652 -1.160 1.132
H -0.632 -3.712 -3.582
H -1.215 -0.764 5.735
C -1.996 2.038 -1.527
C 2.713 3.205 -4.506

Atomic partial charges in e from the Löwdin method, atoms 1 to 2: atom 1 (C): -0.054, atom 2 (C): -0.052


No. 3
The following is a DFT calculation (ωB97M-V with the def2-TZVPD basis set) of C7H9NOS3 as an isolated structure.

Summary:
- Largest force on an atom: 0.1080 hartree/bohr
- E_LUMO: 0.0021 Ha
- HOMO level: -8.0 eV
- Energy above the lowest of the compared OMol25 structures with the same formula, charge and spin: 3.615 eV
- HOMO-LUMO gap: 8.04 eV
- DFT total energy: -1596.45741 Ha

Positions of all 21 atoms, in Å:
S -1.461 -1.485 -0.975
H -3.731 0.895 1.593
H -5.046 -0.672 1.346
C 0.146 -0.930 -0.685
C -3.835 -0.175 0.950
N 2.593 1.106 -0.356
S 1.397 -2.049 -0.919
S -3.806 0.621 -0.807
H -1.215 2.011 -0.561
C -2.180 0.105 -0.789
H 1.183 2.419 -0.817
C 0.246 0.479 -0.516
C 2.384 -1.850 0.674
H 1.914 -2.042 1.598
C -1.108 0.962 -0.502
H 3.255 -2.532 0.433
H -2.845 -1.083 1.181
H 2.953 -0.887 0.990
O 3.447 2.126 -0.452
C 1.343 1.414 -0.544
H 4.367 1.567 -0.842

Atomic partial charges in e from the Löwdin method, atoms 1 to 2: atom 1 (S): 0.971, atom 2 (H): 0.060


No. 4
The following is a DFT calculation (ωB97M-V with the def2-TZVPD basis set) of C4H8O2 as an isolated structure.

Summary:
- Largest force on an atom: 0.0103 hartree/bohr
- E_LUMO: 0.0321 Ha
- HOMO level: -10.0 eV
- Energy above the lowest of the compared OMol25 structures with the same formula, charge and spin: 3.166 eV
- HOMO-LUMO gap: 10.83 eV
- DFT total energy: -307.59610 Ha

Positions of all 14 atoms, in Å:
H 0.547 0.931 0.473
H 0.265 0.980 -1.997
C 1.245 -1.035 -0.388
C -0.071 0.055 -1.515
H -1.439 -1.453 0.342
H -0.849 2.247 2.140
H -0.691 2.971 2.054
C -0.950 -0.564 0.804
C 0.182 0.015 0.005
O -1.325 -0.143 1.871
H 2.277 -0.682 -0.272
H 1.148 -2.025 0.076
H -1.094 -0.172 -1.843
O 0.822 -1.039 -1.754

Atomic partial charges in e from the Löwdin method, atoms 1 to 2: atom 1 (H): 0.129, atom 2 (H): 0.123


No. 5
The following is a DFT calculation (ωB97M-V with the def2-TZVPD basis set) of C42H44IrN6O4S as an isolated structure.

Summary:
- Largest force on an atom: 0.0242 hartree/bohr
- Spin multiplicity: 2
- E_LUMO (alpha / beta): -0.4140 / -0.5029 Ha
- <S²>: 0.78
- HOMO level (alpha / beta): -17.9 / -17.9 eV
- Energy above the lowest of the compared OMol25 structures with the same formula, charge and spin: 0.000 eV
- HOMO-LUMO gap (alpha / beta): 6.68 / 4.22 eV
- Charge: +4
- DFT total energy: -2757.58066 Ha

Positions of all 98 atoms, in Å:
H 2.181 -0.295 -3.191
H -3.322 3.431 -2.977
H 3.842 -4.310 1.439
C 3.806 -3.590 3.460
H -0.992 -4.397 -6.023
H 1.407 -1.891 -4.619
N 1.333 0.431 -1.496
N -5.009 0.713 1.710
C -3.146 2.079 2.635
H 3.584 2.365 0.133
C 2.186 -2.995 1.782
H -3.779 -2.483 1.757
C -3.991 -1.551 1.232
H -4.129 -0.551 3.117
C -4.724 -0.650 2.209
C -2.060 -2.140 -2.866
H 3.220 1.080 -2.181
H -0.754 -3.799 0.910
H 1.493 -1.482 4.762
H -2.670 1.717 -1.323
C -2.180 -4.767 2.202
C -1.773 -2.905 -3.970
H -5.091 -2.854 -0.172
H 4.700 -4.129 3.744
O -1.400 -0.396 -1.448
O -0.654 5.499 -4.775
H -3.202 4.114 6.141
H -3.194 -3.602 5.227
C -3.222 2.933 3.746
H -2.507 -3.619 -4.328
H -4.199 3.266 4.083
Ir -0.210 0.668 -0.167
H -3.024 -1.084 1.037
C -2.104 3.344 4.456
C -0.535 -2.801 -4.664
N -0.771 2.463 -1.021
H -2.988 -0.909 -0.933
C 0.218 -1.155 -3.013
H -3.460 6.088 -3.417
H 0.024 3.305 4.413
C 2.520 1.316 -1.381
S 0.014 -1.384 2.378
C -1.134 -2.686 2.713
C 0.611 1.942 2.342
O -1.860 0.965 0.988
C -1.082 -1.179 -2.394
H 1.785 -3.086 0.780
H 2.907 1.070 2.095
C -3.293 -2.390 -2.139
N -3.639 -1.671 -1.134
H 2.274 -0.204 1.080
H -5.917 0.814 1.269
C 3.329 -3.684 2.156
C -1.430 4.465 -2.858
N -2.761 6.083 -4.138
C 1.302 -0.306 -2.551
C -1.893 1.688 2.089
C -1.595 5.430 -4.018
C -2.675 -3.633 4.278
H 2.146 2.309 -1.599
H -5.487 -1.151 -0.349
C -4.428 1.832 1.996
C 0.068 3.487 -1.281
H 3.518 -2.746 5.412
C 1.545 -2.209 2.731
C -0.279 -3.585 -5.897
C -1.984 2.501 -1.608
C -2.345 3.477 -2.513
C -4.680 -1.848 -0.115
H -5.701 -1.046 2.487
H -1.630 -1.778 4.602
C 0.439 -1.938 -4.133
H -2.310 -5.625 1.557
H 0.514 5.256 -2.388
N 1.001 1.381 1.253
H 0.735 -3.987 -5.903
H 4.102 0.703 -0.031
H 1.387 2.215 3.055
H -3.547 -5.498 3.686
H -1.479 3.866 6.443
C 2.008 -2.101 4.036
O -0.029 -1.185 0.844
C -2.867 -4.702 3.413
C 2.389 0.875 1.155
H -3.911 -3.240 -2.417
H 0.974 3.519 -0.696
H -2.015 5.230 5.474
C -2.210 4.180 5.700
H -2.857 6.745 -4.895
C 3.222 1.348 -0.020
C -0.883 2.968 3.921
C -0.214 4.481 -2.186
H -5.028 2.708 1.753
C -0.748 2.208 2.749
C -1.305 -3.755 1.842
C -1.804 -2.609 3.927
C 3.147 -2.808 4.399
H -0.363 -2.926 -6.770

Atomic partial charges in e from the Löwdin method, atoms 1 to 2: atom 1 (H): 0.152, atom 2 (H): 0.134


No. 6
The following is a DFT calculation (ωB97M-V with the def2-TZVPD basis set) of C27H48N8O4PSiV as an isolated structure.

Summary:
- Largest force on an atom: 0.0397 hartree/bohr
- Spin multiplicity: 4
- E_LUMO (alpha / beta): -0.0758 / -0.0863 Ha
- <S²>: 3.77
- HOMO level (alpha / beta): -8.1 / -9.6 eV
- HOMO-LUMO gap (alpha / beta): 6.02 / 7.30 eV
- Charge: +1
- DFT total energy: -3371.47851 Ha

Positions of all 90 atoms, in Å:
H -1.655 0.663 3.834
N -0.979 0.707 -0.010
H 1.118 3.191 3.630
H -3.216 -0.117 -1.683
H 0.679 -0.667 -5.180
C -3.240 4.172 3.835
C -2.157 2.876 0.000
H 0.607 -4.177 1.844
H 0.173 5.342 0.196
H -3.804 -1.599 3.291
H -1.347 1.347 -2.015
C -3.642 3.236 4.778
C 2.906 -0.012 -4.464
O -3.185 -0.464 1.712
H -3.657 5.171 3.849
H 1.142 -4.172 -4.403
H 2.900 2.214 -1.006
C 2.357 1.407 3.822
H 3.054 -3.026 -5.177
H -3.344 1.241 5.514
H 3.678 -0.432 -5.111
C -3.005 -1.355 2.586
C 0.598 -4.036 -0.270
Si 0.656 2.987 -0.380
C 0.405 1.561 2.462
H 3.496 -2.368 2.835
N 0.526 0.264 2.133
H -2.785 -1.307 0.122
P 2.012 -1.392 -3.690
H 2.765 -3.585 1.804
H 2.313 -4.866 -3.500
H 0.384 2.451 -2.798
H 3.400 0.544 -3.663
H -3.017 2.504 0.559
H -0.914 -3.631 1.206
H -2.620 -3.558 -0.108
N -0.685 2.267 1.898
H -2.356 2.735 -1.061
H 3.066 1.863 4.503
H -0.603 3.859 -2.371
C 0.944 4.614 0.470
N -2.155 -1.612 -0.626
H -1.409 -3.225 -2.891
H 2.607 1.888 0.706
V -0.899 -0.682 1.183
C 2.552 -2.842 2.574
O -1.896 -1.959 2.657
O 0.652 -1.417 -4.541
H -4.388 3.491 5.520
H 3.690 -3.051 -3.517
N 1.827 -3.996 -3.678
C -1.356 -3.585 -1.864
C 1.559 -1.829 2.108
H 1.888 0.838 -0.529
H 2.196 -3.375 3.462
C -2.476 -2.974 -1.016
H -1.922 4.605 2.205
C 0.355 3.361 -2.193
H 1.912 5.031 0.172
C 2.146 1.874 -0.286
H -2.064 3.950 0.165
H 0.296 -5.075 -0.403
H -0.009 -2.244 -1.050
C 1.275 2.161 3.341
C -2.273 3.851 2.895
O 1.800 -1.315 -2.226
C 2.544 0.109 3.416
C -0.891 2.131 0.403
N 0.495 -2.123 1.316
C 1.600 -0.482 2.559
C 2.785 -2.965 -4.120
H -1.439 -4.670 -1.876
H 0.670 -3.251 -2.170
C -1.724 2.573 2.852
H 2.485 1.313 -5.986
C 0.165 -3.522 1.094
C -2.111 1.647 3.814
C -1.130 0.445 -1.444
H 3.389 -0.462 3.774
H 1.475 1.445 -4.718
H -0.187 0.042 -1.849
H 1.147 4.030 -2.546
H 0.938 4.508 1.557
N 1.982 0.779 -5.290
H -3.400 -3.041 -1.597
H -2.076 -1.043 -2.665
C -2.227 -0.578 -1.687
C -3.059 1.977 4.772
H 1.678 -3.961 -0.389
N 0.011 -3.220 -1.381

Atomic partial charges in e from the Löwdin method, atoms 1 to 2: atom 1 (H): 0.105, atom 2 (N): -0.170


No. 7
The following is a DFT calculation (ωB97M-V with the def2-TZVPD basis set) of a 2-piece molecular cluster, C3H8OS2 overall.

Summary:
- Largest force on an atom: 0.0533 hartree/bohr
- E_LUMO: 0.0200 Ha
- HOMO level: -7.8 eV
- Energy above the lowest of the compared OMol25 structures with the same formula, charge and spin: 0.336 eV
- Structure (SMILES): C1CSSC1.O
- HOMO-LUMO gap: 8.36 eV
- DFT total energy: -990.69826 Ha

Positions of all 14 atoms, in Å:
H 0.944 -1.626 1.748
H -1.207 0.495 -0.694
H 0.191 0.724 1.026
H 3.271 2.107 -1.950
C 0.123 -1.444 1.028
C -0.528 -0.106 1.167
S -1.267 -2.569 0.930
H 2.368 2.493 -3.158
O 2.940 1.770 -2.813
H -2.395 0.899 0.580
C -1.690 0.120 0.229
H -0.935 -0.029 2.193
H 0.564 -1.422 0.013
S -2.381 -1.413 -0.299

Atomic partial charges in e from the Löwdin method, atoms 1 to 2: atom 1 (H): 0.101, atom 2 (H): 0.069


No. 8
The following is a DFT calculation (ωB97M-V with the def2-TZVPD basis set) of C30H45AuClNOP as an isolated structure.

Summary:
- Largest force on an atom: 0.0034 hartree/bohr
- E_LUMO: 0.0896 Ha
- HOMO level: -4.5 eV
- Energy above the lowest of the compared OMol25 structures with the same formula, charge and spin: 0.163 eV
- HOMO-LUMO gap: 6.92 eV
- Charge: -1
- DFT total energy: -2237.55099 Ha

Positions of all 80 atoms, in Å:
C 1.172 -1.558 -4.354
H 2.714 -4.311 -1.186
H 3.080 0.881 0.977
C -1.424 1.430 0.474
C 3.544 -1.838 -2.035
C 0.136 -1.326 -3.249
C -2.861 -1.000 4.247
H -3.911 1.153 5.617
C -2.075 3.471 -0.810
C 0.925 1.524 -0.334
H -3.346 1.568 -2.421
C -4.011 -1.466 0.743
H 3.829 1.302 2.513
H 1.670 1.597 3.580
H 1.731 -3.862 -2.580
H -1.222 -2.630 -4.292
H -2.397 3.862 -1.779
H -0.361 -3.455 -2.988
H 4.310 -2.589 -1.818
H 2.834 2.481 1.659
H -1.099 1.753 -1.606
C 2.644 -2.113 0.244
H 0.636 -1.650 -5.304
H -0.069 0.820 -3.658
C 2.706 2.362 -2.344
C 2.259 3.270 -1.397
C 1.733 0.921 2.719
H 2.883 -1.088 0.526
C -3.083 0.428 3.747
H -2.839 3.719 -0.070
H -2.174 1.429 5.449
H -3.688 -1.310 4.890
C 2.248 1.058 -2.293
C -1.885 1.951 -0.877
H -4.038 1.617 -0.806
N -3.031 -1.836 0.195
H 1.732 -2.481 -4.210
C -0.055 1.259 0.777
C -2.029 0.805 2.731
H 1.003 -3.941 -0.955
H -3.314 2.439 4.554
P 0.749 -1.142 -1.457
C -0.837 -2.518 -3.273
C -2.380 1.187 1.446
H 1.303 -0.745 4.066
H -0.390 0.524 4.055
H -1.935 -1.075 4.824
C -3.168 1.289 -1.379
H -2.779 -1.700 3.416
H 2.589 4.301 -1.420
H 1.828 -2.480 0.870
H -3.115 0.202 -1.300
H -3.433 1.251 1.195
H -1.156 -0.236 -4.572
O -5.014 -1.098 1.296
H 3.531 -2.726 0.435
H -1.471 0.074 -2.865
C -0.683 0.764 3.039
H 1.876 -0.735 -4.469
Au -0.907 -1.726 -0.048
H 3.395 2.665 -3.123
H 1.034 3.543 0.331
C -0.681 -0.081 -3.599
C 1.354 0.604 -1.316
H 2.594 0.369 -3.047
H 3.401 -1.820 -3.113
C 1.383 2.843 -0.418
C -3.124 1.424 4.908
H 3.941 -0.873 -1.719
Cl -0.302 -3.115 2.073
C 2.288 -2.209 -1.240
C 0.327 0.987 2.103
C 2.926 1.424 1.908
H 3.021 -0.510 3.718
H -1.153 3.980 -0.525
C 1.897 -3.665 -1.520
C 2.015 -0.476 3.288
H -1.677 -2.352 -2.599
H 1.925 -1.248 2.531
H -4.046 0.449 3.231

Atomic partial charges in e from the Löwdin method, atoms 1 to 2: atom 1 (C): -0.098, atom 2 (H): 0.086